(1)
The following is a quantum chemistry calculation of a 2-piece molecular cluster, CBr2F2O overall, from the OMol25 dataset.

Geometry as ORCA input:
```
! RIJCOSX wB97M-V def2-TZVPD def2/J DEFGRID3
* xyz 0 1
C -0.35258 0.65008 0.01766
O 1.27103 -0.72344 -0.20949
F -1.08914 0.45369 -1.05325
F 0.45257 1.64835 -0.02966
Br -1.13009 0.38785 1.58788
Br 0.84822 -2.41653 -0.31313
*
```

Values from the calculation:
Frontier orbital gap, Eh: 0.2937
E_LUMO, eV: -1.1
Energy above the lowest of the compared OMol25 structures with the same formula, charge and spin, kcal/mol: 0.0



(2)
The following is a quantum chemistry calculation of a single C3H7NP4S2 molecule, from the OMol25 dataset.

Geometry as ORCA input:
```
! RIJCOSX wB97M-V def2-TZVPD def2/J DEFGRID3
* xyz 0 1
C -1.17832 -0.50848 1.12154
C -1.76108 0.16255 -1.16101
C -1.04847 0.60075 0.05782
N 0.28896 1.01236 -0.31567
P 1.59470 -1.64675 -0.82146
P 1.42387 1.57666 0.62338
P 2.97898 -1.40947 0.78005
P 3.51012 -0.52511 -1.21958
S 2.21219 0.05650 1.95224
S 3.03407 1.55803 -0.83145
H -0.84303 -0.19588 2.12784
H -2.20279 -0.94321 1.20511
H -0.54676 -1.29916 0.54520
H -2.71119 -0.08858 -0.90089
H -1.37744 -0.77313 -1.59893
H -1.92525 0.86986 -1.95454
H -1.44857 1.55306 0.39035
*
```

Values from the calculation:
Frontier orbital gap (spin up / spin down), Eh: 0.2267 / 0.2268
E_LUMO (spin up / spin down), eV: -2.3 / -2.3
Energy above the lowest of the compared OMol25 structures with the same formula, charge and spin, kcal/mol: 1.4



(3)
The following is a quantum chemistry calculation of a 7-piece molecular cluster, C31H50F2NO9S4 overall, from the OMol25 dataset.

Geometry as ORCA input:
```
! RIJCOSX wB97M-V def2-TZVPD def2/J DEFGRID3
* xyz 1 1
C 50.67200 20.93200 22.65700
C 49.54900 21.66000 22.00200
O 48.42400 21.11200 21.93600
N 49.65700 22.99200 21.28600
H 49.48300 23.72200 22.16800
H 50.83200 23.08200 21.11000
C 48.55400 23.47800 20.36800
H 51.18400 20.41000 21.85300
H 50.32100 20.02700 23.40800
H 51.40600 21.49000 23.23700
H 48.59700 22.94200 19.48200
H 48.65200 24.47400 20.12000
H 47.75700 23.50300 20.86200
F 45.39200 28.80000 20.25900
C 45.75400 27.99400 21.21700
C 46.61700 28.42800 22.27500
C 47.13400 27.56500 23.21600
C 46.83500 26.16800 23.18400
C 46.01800 25.74600 22.15100
C 45.44700 26.58500 21.17100
H 46.80400 29.39100 22.30800
H 47.64100 28.07300 24.07400
H 47.39700 25.48600 23.74900
H 45.59900 24.75300 22.07100
H 44.99200 26.11500 20.44000
F 48.16700 20.97100 24.84900
C 47.45000 22.07200 25.30300
C 48.08900 22.99800 26.09800
C 47.39400 24.21900 26.52800
C 46.08200 24.46700 25.99800
C 45.47300 23.48400 25.28200
C 46.13200 22.32400 24.83000
H 48.99800 22.89500 26.45700
H 47.95200 24.80000 27.24400
H 45.60100 25.29300 26.38000
H 44.44300 23.38100 25.03100
H 45.72800 21.73400 24.20000
C 49.68000 18.80300 16.45700
C 48.59000 19.78400 16.98000
C 48.54000 19.67200 18.40900
S 50.28200 19.83000 18.83200
O 50.27100 19.27300 20.09300
O 50.67100 21.19900 18.58600
C 50.81300 18.88000 17.53700
H 49.98200 18.99500 15.45800
H 49.33800 17.71100 16.65200
H 47.60800 19.82800 16.49600
H 48.73400 20.78000 16.66900
H 48.30400 18.68300 18.67300
H 47.81300 20.39400 18.75600
H 51.01600 17.82300 17.93800
H 51.93300 19.20100 17.21500
C 49.40000 28.30700 20.12500
C 50.14800 28.30300 18.86100
C 50.84600 27.08700 18.69000
S 51.33300 26.77300 20.42700
O 52.74200 27.18600 20.66300
O 50.93700 25.43500 20.60900
C 50.32700 27.86700 21.22100
H 48.68000 27.65400 19.93100
H 48.90000 29.33000 20.47000
H 50.94900 29.07600 18.82200
H 49.47000 28.64200 18.07900
H 51.77400 26.95300 18.09600
H 50.10300 26.29200 18.65600
H 50.98000 28.76600 21.47800
H 50.04600 27.52200 22.23400
C 46.68700 28.01700 15.86200
C 47.57400 26.98400 15.20100
C 47.05600 25.75800 15.71900
S 46.63700 26.00900 17.43500
O 47.83200 25.62700 18.06100
O 45.38700 25.38000 17.67100
C 46.55500 27.65400 17.31000
H 45.75600 28.07400 15.45100
H 46.79300 29.00800 15.66800
H 48.53500 27.25900 15.67000
H 47.64800 27.07600 14.07800
H 47.76800 24.90400 15.55500
H 46.12600 25.60900 15.23000
H 47.28700 28.07000 17.96300
H 45.70100 28.07200 17.75600
C 43.12000 22.91900 20.96300
C 42.62500 22.94300 19.50300
C 43.67000 22.49100 18.64900
S 44.62400 21.46500 19.57500
O 45.79800 22.16200 19.74900
O 44.69900 20.09200 19.04700
C 43.62300 21.51300 21.08400
H 42.24200 23.26300 21.63300
H 43.82700 23.77700 20.92800
H 42.34200 23.81400 19.21600
H 41.71300 22.32500 19.32200
H 44.29700 23.26800 18.28800
H 43.18300 22.15700 17.79100
H 44.38900 21.23700 21.91200
H 42.98100 20.61100 20.86700
*
```

Values from the calculation:
Frontier orbital gap, Eh: 0.3364
E_LUMO, eV: -2.3
Energy above the lowest of the compared OMol25 structures with the same formula, charge and spin, kcal/mol: 13.4



(4)
The following is a quantum chemistry calculation of a single C14H17N3O3 molecule, from the OMol25 dataset.

Geometry as ORCA input:
```
! RIJCOSX wB97M-V def2-TZVPD def2/J DEFGRID3
* xyz 0 1
C -1.72411 -2.56217 -0.02887
C -2.55521 -1.41791 -0.64455
C -1.76679 -2.74341 1.46769
C -1.80380 0.81512 0.71377
C -2.02990 2.25708 0.32288
C -0.42089 0.57370 1.28179
C 0.63234 0.60266 0.18913
C 0.46850 0.91341 -1.12593
C 2.02830 0.10509 0.32408
C 2.65050 0.40372 -0.88487
C 2.74595 -0.33239 1.47292
C 3.97293 0.15033 -1.12250
C 4.15186 -0.46167 1.26042
C 4.72235 -0.28528 0.02976
H 0.28491 -2.85296 -0.22279
H -0.05912 -1.20010 -0.60832
H -2.03318 -3.52970 -0.55435
H -0.97789 -3.39756 1.94875
H -2.72238 -3.02529 1.81094
H -1.46774 -1.90742 2.04352
H -2.50073 0.45259 -1.34781
H -2.58657 0.61496 1.51007
H -0.32633 -0.33692 1.81159
H -0.34157 1.32774 2.10394
H -0.43381 1.27550 -1.57563
H 1.84367 0.89940 -2.82171
H 2.20349 -0.60343 2.35719
H 4.41148 0.07572 -2.09606
H 4.86078 -0.53913 2.08216
H 5.87206 -0.38249 -0.07702
H -2.35159 3.11924 2.11353
N -0.40454 -2.19466 -0.59514
N -2.22634 -0.07866 -0.40381
N 1.65553 0.78058 -1.83544
O -3.53667 -1.71937 -1.32866
O -2.10122 2.44776 -0.85265
O -2.27214 3.31528 1.15984
*
```

Values from the calculation:
Frontier orbital gap, Eh: 0.3034
SMILES: C[C@H](N)C(=O)N[C@@H](Cc1c[nH]c2ccccc12)C(=O)O
E_LUMO, eV: 0.2
Energy above the lowest of the compared OMol25 structures with the same formula, charge and spin, kcal/mol: 87.8



(5)
The following is a quantum chemistry calculation of a 2-piece molecular cluster, CHF2NO3 overall, from the OMol25 dataset.

Geometry as ORCA input:
```
! RIJCOSX wB97M-V def2-TZVPD def2/J DEFGRID3
* xyz 0 1
C 0.19278 -0.92378 1.85774
N 0.61741 0.43796 2.27373
O 1.81562 0.62602 2.25478
O -0.21542 1.16721 2.67526
O 0.86293 -0.36887 -0.41531
F 1.00060 -1.90033 2.19983
F -1.08193 -1.16998 1.73769
H 0.65542 -1.33468 -0.80956
*
```

Values from the calculation:
Frontier orbital gap (spin up / spin down), Eh: 0.2933 / 0.2934
E_LUMO (spin up / spin down), eV: -2.7 / -2.7
Energy above the lowest of the compared OMol25 structures with the same formula, charge and spin, kcal/mol: 124.1